# 1
Entry from the Open Molecules 2025 dataset: the molecule C2H4NP (ωB97M-V/def2-TZVPD).

```
8
Properties=species:S:1:pos:R:3
C 0.224 -1.443 0.221
C -0.650 0.425 0.046
N 2.228 1.030 -0.042
P 1.237 -0.069 -0.129
H -0.143 -1.958 -0.742
H -0.763 1.172 -0.666
H -0.531 1.007 1.084
H -1.602 -0.163 0.229
```

Computed properties:
* total charge: 0
* energy relative to the best compared isomer or geometry (same formula, charge and spin): 130.0 kcal per mole
* HOMO-LUMO gap: 8.65 eV
* HOMO level: -0.3500 hartree
* largest force on an atom: 5.4 eV/A

These are the Löwdin partial charges, in e, on atoms 1 to 4:
1. C -0.155
2. C -0.273
3. N -0.327
4. P 0.553


# 2
Entry from the Open Molecules 2025 dataset: a structure of composition C23H37FN3NiO4P2 (ωB97M-V/def2-TZVPD).

```
71
Properties=species:S:1:pos:R:3
Ni -2.095 -2.822 -0.075
C -5.248 -3.357 0.753
P -3.606 -2.896 1.387
C -3.864 -1.745 2.771
C -3.259 -4.441 2.416
C -2.893 -5.583 1.471
P -1.735 -4.899 0.219
C -1.739 -6.033 -1.189
C -0.073 -5.119 0.933
H -5.908 -3.598 1.588
H -5.165 -4.234 0.111
H -5.658 -2.537 0.172
H -4.355 -2.279 3.584
H -4.480 -0.903 2.467
H -2.907 -1.371 3.133
H -4.115 -4.689 3.051
H -2.417 -4.221 3.080
H -3.784 -5.950 0.955
H -2.435 -6.435 1.978
H -1.441 -7.031 -0.867
H -1.037 -5.647 -1.927
H -2.733 -6.079 -1.634
H 0.080 -6.141 1.285
H 0.070 -4.423 1.759
H 0.658 -4.894 0.155
C 3.017 1.429 -4.114
C 3.487 0.637 -2.903
N 2.385 0.233 -2.031
C 1.808 -0.981 -2.235
C 0.753 -1.478 -1.546
C 0.217 -2.829 -2.000
O 0.994 -3.570 -2.597
O -0.995 -3.096 -1.717
C 0.216 -0.725 -0.442
O -0.649 -1.115 0.343
C 0.801 0.619 -0.271
C 0.270 1.453 0.713
C 0.776 2.709 0.885
F 0.285 3.500 1.872
C 1.800 3.206 0.078
C 2.335 2.383 -0.894
C 1.860 1.075 -1.072
N 2.320 4.528 0.224
C 3.528 4.639 1.019
C 4.233 5.941 0.687
N 3.281 7.081 0.931
C 2.007 6.919 0.144
C 1.382 5.590 0.525
H 3.867 1.718 -4.731
H 2.482 2.332 -3.818
H 2.344 0.825 -4.723
H 4.212 1.198 -2.312
H 3.989 -0.277 -3.217
H 2.241 -1.596 -3.015
H -0.534 1.081 1.336
H 3.098 2.793 -1.540
H 4.198 3.812 0.789
H 3.319 4.597 2.102
H 4.499 5.981 -0.368
H 5.116 6.103 1.301
H 3.727 7.971 0.708
H 3.046 7.106 1.927
H 2.283 6.943 -0.909
H 1.359 7.761 0.380
H 0.471 5.453 -0.057
H 1.087 5.619 1.585
C -3.345 -0.012 0.291
O -3.569 -1.366 0.028
H -2.648 0.156 1.123
H -4.289 0.494 0.538
H -2.924 0.489 -0.591
```

Computed properties:
* total charge: +1
* energy relative to the best compared isomer or geometry (same formula, charge and spin): 0.3 kcal per mole
* HOMO-LUMO gap: 6.16 eV
* HOMO level: -0.3450 hartree
* largest force on an atom: 0.7 eV/A

These are the Löwdin partial charges, in e, on atoms 1 to 4:
1. Ni 0.156
2. C -0.185
3. P 0.778
4. C -0.196


# 3
Entry from the Open Molecules 2025 dataset: a structure of composition C5H11N3 (ωB97M-V/def2-TZVPD).

```
19
Properties=species:S:1:pos:R:3
C -1.117 0.337 -0.108
C 0.064 0.793 -0.991
C 1.136 -0.321 -1.194
C 0.964 -0.537 1.169
C -0.149 0.580 1.027
H -2.612 -0.866 -0.677
H -1.943 -1.192 0.753
H -1.907 1.132 -0.139
H -0.079 1.403 -1.894
H 2.114 0.165 -1.106
H 1.102 -0.918 -2.107
H 0.272 -1.945 -0.168
H 1.914 -0.041 1.401
H 0.768 -1.214 1.967
H -0.511 0.822 2.002
H 0.079 2.514 0.173
N -1.704 -1.004 -0.217
N 1.089 -1.298 -0.074
N 0.520 1.590 0.183
```

Computed properties:
* total charge: 0
* energy relative to the best compared isomer or geometry (same formula, charge and spin): 43.3 kcal per mole
* HOMO-LUMO gap: 8.76 eV
* HOMO level: -0.2927 hartree
* largest force on an atom: 1.5 eV/A

These are the Löwdin partial charges, in e, on atoms 1 to 4:
1. C -0.317
2. C -0.247
3. C -0.158
4. C -0.173


# 4
Entry from the Open Molecules 2025 dataset: the molecule C6H11N (ωB97M-V/def2-TZVPD).

```
18
Properties=species:S:1:pos:R:3
C 2.097 0.188 -0.083
C 0.857 -0.677 0.104
C -0.481 0.086 0.166
C -1.634 -0.898 0.421
C -0.755 0.886 -1.086
C -0.353 0.702 2.187
N -0.444 1.368 1.202
H 2.086 0.703 -1.049
H 3.003 -0.425 -0.046
H 2.162 0.942 0.707
H 0.971 -1.306 0.997
H 0.761 -1.370 -0.746
H -1.435 -1.601 1.237
H -2.567 -0.371 0.634
H -1.782 -1.483 -0.497
H -1.718 1.393 -0.979
H 0.015 1.647 -1.222
H -0.781 0.216 -1.948
```

Computed properties:
* total charge: 0
* energy relative to the best compared isomer or geometry (same formula, charge and spin): 49.1 kcal per mole
* HOMO-LUMO gap: 11.85 eV
* HOMO level: -0.4012 hartree
* largest force on an atom: 1.8 eV/A

These are the Löwdin partial charges, in e, on atoms 1 to 4:
1. C -0.101
2. C -0.237
3. C -0.557
4. C -0.076


# 5
Entry from the Open Molecules 2025 dataset: a structure of composition C2H7Cl3Si2 (ωB97M-V/def2-TZVPD).

```
14
Properties=species:S:1:pos:R:3
C -1.480 1.257 -0.724
C 1.095 -0.488 1.866
Si -0.426 -0.340 -1.287
Si 1.592 -0.260 0.043
Cl -1.933 -2.091 0.134
Cl 2.678 -1.938 -0.332
Cl 2.900 1.310 -0.265
H -0.941 1.390 0.231
H -1.512 2.120 -1.401
H -2.545 0.907 -0.538
H 1.532 0.475 2.484
H 0.078 -0.485 2.000
H 1.652 -1.351 2.295
H -0.609 -0.948 -2.580
```

Computed properties:
* total charge: 0
* energy relative to the best compared isomer or geometry (same formula, charge and spin): 21.0 kcal per mole
* multiplicity: 3
* HOMO-LUMO gap (spin up / spin down): 6.89 / 4.86 eV
* HOMO level (spin up / spin down): -0.2335 / -0.3572 hartree
* largest force on an atom: 5.3 eV/A

These are the Löwdin partial charges, in e, on atoms 1 to 4:
1. C -0.311
2. C -0.291
3. Si 0.424
4. Si -0.444


# 6
Entry from the Open Molecules 2025 dataset: a cluster of 2 separate species, C3H7NO5 in total (ωB97M-V/def2-TZVPD).

```
16
Properties=species:S:1:pos:R:3
C -0.910 0.106 -0.713
C 2.256 0.766 -0.135
C -0.728 -1.147 0.059
N -1.657 1.051 -0.324
O 1.833 0.921 1.060
O 1.690 0.129 -0.998
O 0.109 -2.117 -0.485
O -0.285 -0.750 1.430
O -2.178 1.135 0.812
H 3.284 1.321 -0.257
H -1.626 -1.675 0.202
H -0.568 0.232 -1.765
H -1.814 1.758 -0.940
H 0.760 -1.715 -0.938
H 0.876 0.505 1.138
H -1.042 -0.519 1.852
```

Computed properties:
* total charge: 0
* energy relative to the best compared isomer or geometry (same formula, charge and spin): 84.6 kcal per mole
* SMILES: [O-]/[NH+]=C\C(O)O.O=CO
* HOMO-LUMO gap: 9.98 eV
* HOMO level: -0.3433 hartree
* largest force on an atom: 5.4 eV/A

These are the Löwdin partial charges, in e, on atoms 1 to 4:
1. C -0.033
2. C -0.417
3. C -0.326
4. N -0.123


# 7
Entry from the Open Molecules 2025 dataset: a cluster of 3 separate species, C3H11NO3 in total (ωB97M-V/def2-TZVPD).

```
18
Properties=species:S:1:pos:R:3
C -0.660 0.973 1.167
N -0.915 -0.404 0.621
C -2.045 -1.044 1.227
C -3.163 -1.276 0.157
O 0.369 1.679 0.966
H -1.518 1.497 1.586
H -0.112 -0.792 0.017
H -2.297 -0.636 2.188
H -1.714 -2.079 1.541
H -4.168 -1.292 0.565
H -2.823 -2.129 -0.413
H -3.233 -0.226 -0.253
H 1.401 0.672 0.403
H 2.752 -0.005 0.577
O 2.093 0.024 -0.096
H 2.650 0.514 -2.714
H 3.360 -0.686 -3.400
O 3.453 0.306 -3.339
```

Computed properties:
* total charge: 0
* energy relative to the best compared isomer or geometry (same formula, charge and spin): 55.4 kcal per mole
* SMILES: CCNC=O.O.O
* HOMO-LUMO gap: 10.74 eV
* HOMO level: -0.3723 hartree
* largest force on an atom: 6.1 eV/A

These are the Löwdin partial charges, in e, on atoms 1 to 4:
1. C -0.177
2. N -0.002
3. C -0.310
4. C -0.076


# 8
Entry from the Open Molecules 2025 dataset: the molecule C9H20N2Si2 (ωB97M-V/def2-TZVPD).

```
33
Properties=species:S:1:pos:R:3
C 0.818 -2.778 0.617
C 0.569 -1.427 0.310
C -0.877 -1.409 0.036
C 3.034 -0.870 -1.610
C 2.723 0.076 1.592
C 1.421 1.577 -0.716
C -1.981 0.751 -1.887
C -1.920 1.290 1.338
C -3.826 -0.686 0.097
N -1.398 -2.608 0.275
N -0.437 -3.406 0.672
Si 1.917 -0.184 -0.135
Si -2.070 0.064 -0.060
H 1.750 -3.135 1.105
H 3.906 -0.170 -1.577
H 3.412 -1.909 -1.502
H 2.473 -0.815 -2.536
H 3.310 0.871 1.932
H 1.887 -0.036 2.294
H 3.208 -0.878 1.684
H 0.327 1.641 -1.149
H 1.446 2.338 0.148
H 2.253 1.875 -1.391
H -1.049 1.166 -2.295
H -2.182 -0.070 -2.533
H -2.918 1.464 -2.055
H -2.294 2.299 1.082
H -2.624 0.904 2.141
H -0.866 1.336 1.845
H -4.364 -0.580 1.006
H -4.410 -0.277 -0.662
H -3.528 -1.645 -0.306
H -0.573 -4.294 1.059
```

Computed properties:
* total charge: 0
* energy relative to the best compared isomer or geometry (same formula, charge and spin): 9.3 kcal per mole
* SMILES: C[Si](C)(C)c1c[nH]nc1[Si](C)(C)C
* HOMO-LUMO gap: 10.10 eV
* HOMO level: -0.3415 hartree
* largest force on an atom: 4.0 eV/A

These are the Löwdin partial charges, in e, on atoms 1 to 4:
1. C -0.086
2. C -0.253
3. C -0.315
4. C -0.180


# 9
Entry from the Open Molecules 2025 dataset: the ion C3H7BrNO with charge +1 (ωB97M-V/def2-TZVPD).

```
13
Properties=species:S:1:pos:R:3
C -0.713 -0.416 0.657
C -0.416 1.012 0.701
C 0.791 0.255 -1.008
N -0.023 -0.876 -0.656
O 0.278 1.410 -0.513
Br 2.748 -0.207 0.201
H -0.404 -0.881 1.574
H -1.856 -0.682 0.692
H -1.384 1.482 0.807
H 0.262 1.264 1.552
H 1.141 0.542 -1.997
H 0.431 -1.846 -0.618
H -0.854 -1.057 -1.392
```

Computed properties:
* total charge: +1
* energy relative to the best compared isomer or geometry (same formula, charge and spin): 0.0 kcal per mole
* multiplicity: 3
* HOMO-LUMO gap (spin up / spin down): 7.60 / 6.98 eV
* HOMO level (spin up / spin down): -0.4175 / -0.5516 hartree
* largest force on an atom: 4.2 eV/A

These are the Löwdin partial charges, in e, on atoms 1 to 4:
1. C -0.103
2. C -0.171
3. C -0.532
4. N 0.044


# 10
Entry from the Open Molecules 2025 dataset: a cluster of 2 separate species, C4H7Cl3Si in total (ωB97M-V/def2-TZVPD).

```
15
Properties=species:S:1:pos:R:3
C -0.202 1.161 -1.640
C -0.018 0.199 -0.832
C -0.309 -1.911 -1.756
C 0.138 1.218 2.304
Si 0.269 -0.250 1.014
Cl 0.671 -1.940 -3.184
Cl 1.665 2.151 2.448
Cl -0.191 0.589 3.955
H -0.293 2.128 -1.174
H -0.284 1.007 -2.642
H -0.060 -2.775 -1.116
H -1.460 -1.778 -1.994
H -0.648 2.069 2.169
H 1.624 -0.751 0.877
H -0.904 -1.115 1.572
```

Computed properties:
* total charge: 0
* energy relative to the best compared isomer or geometry (same formula, charge and spin): 171.5 kcal per mole
* HOMO-LUMO gap: 8.93 eV
* HOMO level: -0.3236 hartree
* largest force on an atom: 6.0 eV/A

These are the Löwdin partial charges, in e, on atoms 1 to 4:
1. C -0.076
2. C -0.272
3. C -0.563
4. C -1.256


# 11
Entry from the Open Molecules 2025 dataset: a cluster of 2 separate species, C5H5NO in total (ωB97M-V/def2-TZVPD).

```
12
Properties=species:S:1:pos:R:3
O -1.342 -1.681 1.210
C -1.056 -0.724 0.642
C -0.623 0.450 0.103
C 0.976 0.490 0.076
C 0.234 0.440 -1.190
C 0.234 -0.714 -2.075
N 0.339 -1.636 -2.767
H 0.273 0.437 2.757
H -1.187 1.330 0.410
H 1.377 -0.504 0.330
H 0.706 0.731 2.221
H 0.067 1.380 -1.717
```

Computed properties:
* total charge: 0
* energy relative to the best compared isomer or geometry (same formula, charge and spin): 128.2 kcal per mole
* HOMO-LUMO gap: 7.95 eV
* HOMO level: -0.3098 hartree
* largest force on an atom: 1.3 eV/A

These are the Löwdin partial charges, in e, on atoms 1 to 4:
1. O 0.269
2. C -0.084
3. C -0.257
4. C -0.066


# 12
Entry from the Open Molecules 2025 dataset: a cluster of 15 separate species, C2H32O15 in total (ωB97M-V/def2-TZVPD).

```
49
Properties=species:S:1:pos:R:3
C 0.956 2.396 -2.701
C 0.631 1.802 -1.476
O 0.156 0.617 -1.482
H 1.692 3.188 -2.712
H 0.587 2.056 -3.663
H 0.880 2.260 -0.524
H -0.266 0.419 -0.594
H 1.557 -2.289 -0.870
H 2.385 -3.355 -1.417
O 1.822 -3.216 -0.639
H -0.326 -3.194 0.338
H 0.026 -3.447 1.805
O -0.582 -2.983 1.213
H -2.690 -1.135 -2.622
H -3.033 -1.565 -1.102
O -3.297 -1.642 -2.066
H -0.244 0.274 3.925
H -1.052 -1.074 4.017
O -0.775 -0.287 4.504
H -2.046 1.220 2.005
H -3.507 1.339 2.026
O -2.740 1.649 2.504
H -1.230 4.545 -0.543
H -2.015 3.150 -0.650
O -1.285 3.652 -0.242
H -1.273 1.339 -2.731
H -1.865 2.517 -3.657
O -1.983 1.959 -2.873
H 3.104 -1.197 1.718
H 3.471 0.320 1.985
O 3.188 -0.276 1.254
H 0.889 -2.386 -2.981
H 0.209 -0.983 -2.665
O 0.483 -1.827 -2.298
H 0.755 3.110 1.998
H -0.637 3.399 1.624
O -0.137 2.896 2.292
H -3.319 -2.162 1.079
H -2.151 -1.133 1.146
O -3.040 -1.273 0.766
H 2.698 -0.085 -2.236
H 2.864 -0.564 -0.847
O 2.964 -0.877 -1.753
H 2.777 -2.801 0.796
H 2.735 -3.157 2.309
O 3.246 -2.664 1.640
H -0.707 1.115 1.703
H 0.528 0.033 1.442
O -0.404 0.319 1.253
```

Computed properties:
* total charge: +1
* energy relative to the best compared isomer or geometry (same formula, charge and spin): 0.0 kcal per mole
* multiplicity: 2
* HOMO-LUMO gap (spin up / spin down): 8.22 / 4.69 eV
* HOMO level (spin up / spin down): -0.4849 / -0.4849 hartree
* largest force on an atom: 2.4 eV/A

These are the Löwdin partial charges, in e, on atoms 1 to 4:
1. C 0.254
2. C -0.129
3. O 0.096
4. H 0.115


Copy entry 9 word for word.
Entry from the Open Molecules 2025 dataset: the ion C3H7BrNO with charge +1 (ωB97M-V/def2-TZVPD).

```
13
Properties=species:S:1:pos:R:3
C -0.713 -0.416 0.657
C -0.416 1.012 0.701
C 0.791 0.255 -1.008
N -0.023 -0.876 -0.656
O 0.278 1.410 -0.513
Br 2.748 -0.207 0.201
H -0.404 -0.881 1.574
H -1.856 -0.682 0.692
H -1.384 1.482 0.807
H 0.262 1.264 1.552
H 1.141 0.542 -1.997
H 0.431 -1.846 -0.618
H -0.854 -1.057 -1.392
```

Computed properties:
* total charge: +1
* energy relative to the best compared isomer or geometry (same formula, charge and spin): 0.0 kcal per mole
* multiplicity: 3
* HOMO-LUMO gap (spin up / spin down): 7.60 / 6.98 eV
* HOMO level (spin up / spin down): -0.4175 / -0.5516 hartree
* largest force on an atom: 4.2 eV/A

These are the Löwdin partial charges, in e, on atoms 1 to 4:
1. C -0.103
2. C -0.171
3. C -0.532
4. N 0.044


Copy entry 7 word for word.
Entry from the Open Molecules 2025 dataset: a cluster of 3 separate species, C3H11NO3 in total (ωB97M-V/def2-TZVPD).

```
18
Properties=species:S:1:pos:R:3
C -0.660 0.973 1.167
N -0.915 -0.404 0.621
C -2.045 -1.044 1.227
C -3.163 -1.276 0.157
O 0.369 1.679 0.966
H -1.518 1.497 1.586
H -0.112 -0.792 0.017
H -2.297 -0.636 2.188
H -1.714 -2.079 1.541
H -4.168 -1.292 0.565
H -2.823 -2.129 -0.413
H -3.233 -0.226 -0.253
H 1.401 0.672 0.403
H 2.752 -0.005 0.577
O 2.093 0.024 -0.096
H 2.650 0.514 -2.714
H 3.360 -0.686 -3.400
O 3.453 0.306 -3.339
```

Computed properties:
* total charge: 0
* energy relative to the best compared isomer or geometry (same formula, charge and spin): 55.4 kcal per mole
* SMILES: CCNC=O.O.O
* HOMO-LUMO gap: 10.74 eV
* HOMO level: -0.3723 hartree
* largest force on an atom: 6.1 eV/A

These are the Löwdin partial charges, in e, on atoms 1 to 4:
1. C -0.177
2. N -0.002
3. C -0.310
4. C -0.076